Record 1
Below is a single C22H43BrN2O3 molecule in a non-equilibrium geometry, with properties calculated with ωB97M-V/def2-TZVPD.

```
71
Properties=species:S:1:pos:R:3:forces:R:3:mulliken_charge:R:1
H 8.311010 5.714471 0.376562 0.3 -0.4 0.1 0.234
H 6.096512 1.984392 1.212782 0.3 0.6 -0.9 0.301
C 5.334876 3.166312 -0.561821 0.3 -1.8 -0.2 -0.655
C 6.632009 4.091056 1.477120 0.2 -0.3 -0.7 -0.601
H -7.638670 -0.279471 1.504278 0.5 -0.7 -0.3 0.397
C -6.529271 -2.042109 2.360284 -0.2 0.4 -0.2 -0.306
C 0.871388 1.342454 -1.722716 0.5 1.1 -0.8 -0.637
C 0.166290 -2.673032 -2.269489 -0.6 -0.6 0.3 -1.014
C 2.339172 1.022428 -1.156919 -1.3 1.0 0.1 0.700
O 0.230501 0.235014 -2.343924 -0.4 0.5 1.0 -0.350
H 0.989911 2.150290 -2.500053 0.1 -0.8 0.7 0.271
H 1.433385 -4.985120 -0.008821 -0.9 0.6 -0.5 0.356
H -3.242279 -1.138449 -0.462897 0.0 0.7 -0.8 0.224
H -6.971717 -1.679906 -0.969328 0.7 0.4 0.7 0.338
C -2.148551 0.553148 -1.537772 0.1 -0.2 -0.7 -0.870
H -0.052974 -5.035019 -1.039306 0.3 0.5 0.8 0.312
N 2.171291 0.755035 0.311307 0.1 -1.7 -1.2 -0.599
H -7.271732 -0.440677 3.713117 0.2 -1.0 0.3 0.293
H 0.037419 -5.051035 1.787424 -0.8 0.7 -0.6 0.331
C -0.311298 -4.246867 1.080568 0.0 -0.9 -0.6 -0.954
H 6.263194 4.964969 0.862928 0.6 -0.6 0.8 0.266
H -1.771552 -2.371268 -1.339060 0.4 0.9 -0.7 0.101
H -6.010828 -1.566786 4.439991 -1.0 0.3 -0.4 0.297
H 5.165185 1.381014 -1.811258 -1.1 0.2 0.6 0.255
H 7.415762 2.497928 0.077794 -0.9 0.3 0.2 0.250
C -4.492244 0.647266 -0.294810 0.1 -1.0 0.6 -0.765
H -0.125635 -3.273966 1.598419 -0.1 -0.7 -0.6 0.255
C -5.993195 0.249107 -0.586598 0.4 0.3 0.5 -0.830
H -2.053672 1.492084 -0.930012 0.1 -0.9 -0.4 0.390
C 2.538685 -0.386432 0.634470 1.0 2.6 0.3 0.746
H -0.234529 -3.647305 -2.684490 0.5 1.0 0.3 0.471
N 8.913190 5.058158 0.875919 -0.1 -0.9 0.3 -0.590
C 4.563596 1.822938 -0.965969 2.1 1.0 0.4 -0.414
H 0.248522 1.786676 -0.900757 0.7 -0.6 -0.6 0.296
H 1.978622 -2.921835 -0.903186 -1.0 0.1 -0.3 0.283
H -6.741196 -3.150127 2.321237 0.3 1.1 -0.1 0.315
C -0.819971 -0.319949 -1.527775 -1.0 -0.4 1.0 0.390
H -4.319731 0.389470 0.794584 -0.2 0.5 -0.9 0.199
H 4.684044 1.123799 -0.100505 -0.7 0.5 -0.7 0.200
H -0.462903 -0.314819 -0.455021 -0.2 -0.3 -1.0 0.269
C 8.137058 4.311956 1.906370 -0.7 0.5 0.0 -0.595
H -6.241943 0.392058 -1.675086 0.3 -0.1 1.0 0.380
O 3.135436 -1.261281 1.075579 -0.3 -1.5 0.4 -0.388
H -7.696466 -2.170578 4.275379 0.5 0.9 -0.5 0.263
H -5.484621 -1.895343 0.021267 -0.6 0.8 -0.2 0.329
H -8.208049 -1.896598 0.971690 0.9 0.8 0.0 0.274
C -6.929235 -1.504857 3.793269 0.7 -0.6 -0.3 -1.040
C -6.363750 -1.220104 -0.137937 -1.2 -0.1 -0.2 -0.541
H 9.323233 4.389222 0.223746 -0.3 0.5 0.0 0.262
H 0.848638 -2.266130 -3.055587 -0.6 -0.1 0.9 0.293
H -5.423837 -1.919854 2.173037 -1.0 -0.1 0.4 0.205
H -6.635094 0.948311 0.022825 0.5 -0.6 -0.8 0.365
H 8.602214 3.303275 2.073971 -0.3 1.0 0.0 0.328
H 5.883861 3.503198 -1.484239 -0.8 0.2 0.9 0.191
H -1.609500 -1.663550 -3.056339 0.1 -0.2 1.1 0.418
H -2.303372 0.884061 -2.608050 0.2 -0.2 1.1 0.240
C -1.126969 -1.774108 -2.040697 1.3 -0.1 -0.8 -0.682
H 5.938337 4.006479 2.354638 0.7 0.0 -0.7 0.327
Br 3.041895 -0.520650 -2.197530 0.1 0.1 0.1 -0.077
H -3.968531 -0.540093 -2.058581 0.6 -0.2 1.1 0.225
H -1.404934 -4.352221 0.838275 0.9 0.1 0.7 0.213
C 0.494254 -4.420713 -0.279771 0.5 0.7 0.7 -0.641
H 8.209515 4.928747 2.849292 -0.2 -0.9 -0.8 0.265
C -7.278068 -1.284985 1.165767 0.2 -1.2 0.4 -0.742
H 4.604825 3.920642 -0.181521 0.7 -0.6 -0.3 0.417
H 0.500019 -2.230733 -0.152309 0.5 -0.6 -0.6 -0.333
C -3.443105 -0.243023 -1.103610 -0.8 1.0 -0.2 -0.252
C 0.863251 -2.998687 -0.891240 -0.1 -0.2 0.1 0.369
O 3.206031 2.114254 -1.321400 -0.5 -1.3 0.1 -0.348
C 6.439791 2.810537 0.527629 -0.7 1.1 0.9 -0.308
H -4.303500 1.746931 -0.385136 -0.3 -0.9 -0.2 0.429
```
Positions in Å, forces in eV/Å.

Results
* LUMO energy: 0.5 eV
* structure (SMILES): CCCCCCCC[C@@H](CCCCC)OC[C@](Br)(N=C=O)OCCCCCN

***

Record 2
Below is 2 unconnected molecules or ions with the total composition H6N4O, with properties calculated with ωB97M-V/def2-TZVPD.

```
11
Properties=species:S:1:pos:R:3:forces:R:3:nbo_charge:R:1
H 0.252518 0.166692 -1.000709 0.0 0.1 0.1 0.433
H 1.526876 -0.230277 0.302180 0.0 0.1 0.0 0.497
H 0.780542 1.917726 -1.105385 0.0 -0.1 0.1 0.394
N 0.553254 1.110746 -0.529962 0.2 -0.1 0.2 -0.493
N -0.093833 -1.309911 -0.371816 -0.2 0.1 0.2 -0.756
H -0.065277 -2.275966 -0.675055 -0.1 0.1 0.1 0.349
N -1.282929 -0.018809 0.946052 0.1 -0.3 -0.2 -0.649
N -1.081626 -1.202168 0.487998 0.1 0.3 -0.1 0.001
H -0.251630 1.192001 0.170620 0.2 0.0 -0.1 0.441
O 1.722715 0.732241 0.179686 -0.4 0.0 -0.2 -0.554
H -2.060607 -0.082276 1.596391 0.1 -0.1 -0.1 0.337
```
Positions in Å, forces in eV/Å.

Results
* LUMO energy: 0.9 eV
* energy relative to the best compared isomer or geometry (same formula, charge and spin): 77.1 kJ/mol

***

Record 3
Below is a molecular structure, C3H7NO2 in a non-equilibrium geometry, with properties calculated with ωB97M-V/def2-TZVPD.

```
13
Properties=species:S:1:pos:R:3:forces:R:3:nbo_charge:R:1
N -0.754121 1.360061 -0.668226 4.9 -0.5 2.7 -0.762
H -0.988699 -0.700685 1.763777 0.5 -0.1 -4.2 0.163
H -1.626242 1.180136 -0.457471 -6.9 -0.5 0.1 0.330
C -0.859660 -1.048158 0.371525 -6.0 3.0 4.3 -0.583
O 1.686009 1.014194 0.520313 3.1 1.0 0.5 -0.672
H -0.591936 1.732508 0.357564 0.6 -0.5 -2.4 0.344
C 1.313575 0.072237 -0.305207 0.8 -5.3 -1.1 0.783
H -0.322249 -0.625181 -1.664953 0.1 1.6 2.7 0.231
C -0.270704 -0.079200 -0.562931 4.0 1.1 -3.2 -0.175
H -0.354628 -1.901509 0.633605 1.0 -2.4 -0.6 0.237
H 2.741473 0.951980 0.607872 -3.3 0.0 -0.3 0.516
O 2.111790 -0.840606 -0.672578 -2.3 3.1 0.7 -0.635
H -2.084613 -1.115778 0.076713 3.5 -0.5 0.9 0.222
```
Positions in Å, forces in eV/Å.

Results
* LUMO energy: 0.6 eV
* energy relative to the best compared isomer or geometry (same formula, charge and spin): 380.2 kJ/mol

***

Record 4
Below is 5 unconnected molecules or ions with the total composition C38H36BN4O18P in a non-equilibrium geometry, with properties calculated with ωB97M-V/def2-TZVPD.

```
98
Properties=species:S:1:pos:R:3:forces:R:3:mulliken_charge:R:1
C 6.603462 3.172029 0.283817 -3.4 -0.2 0.5 0.567
C 2.104780 4.346319 0.687424 -1.5 1.1 0.4 -0.053
H 5.286220 -8.906026 2.532192 0.0 0.1 0.0 0.375
H -9.774994 4.315575 -0.744064 0.0 -0.2 -0.1 0.439
N -9.972405 2.286831 -2.505537 0.0 -0.4 0.0 1.041
O 1.545111 5.328930 1.099400 0.4 -0.5 -0.4 -0.524
C 0.811430 -4.768004 -1.585851 0.1 -0.2 0.1 -0.552
C 0.507460 2.771963 1.906880 -0.1 -0.4 -0.7 -0.430
O 5.584485 4.146550 0.306021 1.3 0.0 -0.5 -0.524
O 5.810108 -1.122197 0.819921 -0.6 0.4 0.2 -0.504
O 5.597505 1.381149 -2.060028 -1.1 0.9 0.7 -0.659
C 0.430129 0.836926 -0.192158 -0.2 0.8 1.3 -0.577
C -9.816183 4.637833 -1.776708 0.0 0.0 0.2 -0.274
C -9.834267 6.419986 -3.392640 0.0 0.0 0.0 -0.383
C 5.107374 -1.871050 3.036897 -0.3 1.9 -0.5 -0.897
O 3.421971 4.506898 0.242666 -0.8 -2.1 1.6 -0.422
N -0.543657 -3.173892 -0.279149 -0.1 0.0 0.2 1.113
H 0.343982 0.066822 -0.995938 0.2 0.9 0.7 0.480
C -5.044437 -0.797631 -2.327990 -0.1 -0.2 0.1 -0.222
C 0.059387 -3.600103 -1.543524 0.3 -0.2 -0.6 -0.109
O 4.923919 0.486505 2.197521 -1.0 -1.5 -0.4 -0.306
H 3.343402 0.833403 -1.573942 0.1 0.8 0.3 0.014
H 1.942386 -6.088617 -2.840252 0.0 0.1 0.0 0.390
H 5.731535 3.742500 2.751749 -1.0 -0.1 -0.9 0.330
H 3.790937 3.038097 -2.066285 -0.1 -0.3 0.4 0.065
H 6.297982 -6.816174 3.349288 -0.1 0.2 0.1 0.441
C 5.319111 -0.828898 1.870939 0.6 -0.9 0.9 0.399
C -0.256059 0.541125 1.070419 0.8 2.3 0.0 -0.200
C -3.912564 -0.174900 -2.837912 -0.5 0.4 0.2 0.012
H 5.226293 -2.909435 2.657014 0.0 1.0 0.3 0.263
H -10.023380 3.421250 -4.948155 0.0 -0.1 0.2 0.441
C 5.233921 -6.976441 3.467300 0.2 0.0 -0.1 -0.324
H 1.582793 -4.743300 -4.884270 0.0 0.0 0.1 0.383
O -2.813950 -2.188632 -3.022896 -0.3 0.5 -0.3 -0.580
H 3.011010 1.193873 1.906243 0.6 0.1 -0.8 -0.106
C 1.157594 -4.418324 -3.941187 0.0 0.0 0.0 -0.479
H -4.957034 3.038991 -2.812300 0.0 -0.1 0.0 0.383
O 6.211408 -4.599008 4.356018 -0.3 -0.1 0.1 -0.551
H -9.962576 5.829446 -5.453180 0.0 -0.1 0.1 0.372
O -1.748113 -0.397451 -3.592812 -0.2 -0.1 0.0 -0.642
C 4.665426 -8.155494 3.006247 -0.2 0.1 0.1 -0.468
H 5.851932 -1.604840 3.832454 -0.7 -0.5 -0.6 0.322
H 0.973708 -5.364419 -0.697122 -0.1 0.2 0.0 0.518
C 1.292637 3.039544 0.681022 -0.9 -2.3 0.4 0.756
C -4.978224 1.964309 -2.677453 -0.1 -0.2 0.0 -0.679
H 4.072144 -1.657312 3.426596 1.1 -0.5 -0.2 0.332
C 3.299889 -8.371215 3.148190 0.0 0.0 0.0 -0.419
H -9.708000 6.719306 -1.270110 0.0 -0.1 0.0 0.371
H -0.878786 1.459703 3.054402 0.7 0.0 -1.1 0.372
O 5.931063 1.990292 0.588532 0.8 0.9 -0.4 -0.372
C 2.499554 -7.413196 3.758894 0.2 0.0 -0.1 -0.503
H 0.259793 -2.657025 -4.781074 0.0 0.0 0.1 0.453
H -9.811993 7.479985 -3.619465 0.0 -0.1 0.0 0.372
C -9.777948 5.993530 -2.071201 0.0 -0.1 -0.2 -0.469
H -6.972485 1.950702 -1.882638 0.0 -0.1 0.0 0.449
O -10.034553 1.507930 -3.439549 0.0 0.2 0.2 -0.598
H 0.499628 3.556238 2.708898 0.2 -0.8 -1.0 0.387
C 4.425172 -6.022162 4.069423 -0.3 -0.5 -0.2 0.144
H 2.752970 4.775882 4.827245 -0.4 -0.2 -0.4 0.278
C 0.412545 -3.246843 -3.885132 0.1 -0.2 0.1 -0.707
O -1.226358 -2.160064 -0.288278 0.2 -0.2 0.0 -0.581
H 2.876266 2.138264 4.584355 0.7 -0.1 0.2 0.286
C 3.906438 0.958412 1.281849 0.5 -0.2 -0.2 -0.940
C 1.181967 2.081247 -0.412843 -0.8 -0.4 2.0 -0.448
C -9.956229 4.135581 -4.137675 0.0 -0.1 -0.2 -0.390
N 5.018520 -4.765613 4.537823 0.1 0.2 0.2 0.957
C 1.359457 -5.176755 -2.792380 -0.1 0.1 0.0 -0.385
O 2.589043 4.367465 3.958176 1.3 -0.5 0.2 -0.636
P 4.325239 1.875032 -1.438582 1.1 -1.2 -1.0 0.541
C 4.353285 3.675761 0.963213 3.2 0.3 -1.7 0.609
H -0.800958 -0.409238 1.267603 0.6 0.8 -0.6 0.449
O 4.283014 -3.957625 5.078375 0.2 -0.2 -0.1 -0.587
H 2.429965 -5.492888 4.699019 0.2 0.1 0.0 0.441
H -2.992052 1.688026 -3.421708 0.0 -0.2 0.0 0.461
H 4.689109 5.176062 2.503185 -0.1 -1.1 -0.3 0.275
C 4.500720 2.178126 0.452633 0.3 -0.6 1.0 1.175
H -5.080690 -1.870632 -2.190387 0.2 0.1 -0.1 0.447
C 4.686919 4.048177 2.451043 -0.7 0.1 0.9 -0.939
H -7.032670 -0.500664 -1.580327 0.1 0.0 0.0 0.396
C -9.909673 3.719411 -2.813793 0.0 0.6 -0.1 0.108
H 2.857094 -9.290000 2.780139 0.0 0.1 0.0 0.391
H 1.654729 2.301751 -1.394794 -0.5 -0.3 0.9 0.847
N -2.738311 -0.981555 -3.177583 -0.2 -0.2 0.0 1.123
B 3.690868 3.520244 3.595162 -0.9 -0.2 0.6 0.661
O 3.784557 2.270355 4.240520 -0.9 1.7 -1.0 -0.485
O -0.335549 -3.853411 0.709867 -0.1 0.2 -0.2 -0.645
C -0.281080 1.571514 2.114259 1.5 0.3 -2.1 -0.814
C -6.146250 -0.027407 -1.985067 0.1 0.1 0.0 -0.697
O 7.745766 3.339346 0.077444 -0.1 0.0 0.1 -0.507
H 1.435744 -7.585715 3.868889 0.1 0.1 0.0 0.388
C -9.920347 5.492923 -4.424368 0.0 0.0 0.2 -0.441
C -0.140690 -2.833866 -2.682232 0.3 0.0 0.2 0.623
H -0.714991 -1.928891 -2.650669 0.3 -0.1 0.2 -0.032
C 3.061571 -6.233036 4.224864 -0.2 0.1 0.1 -0.284
C -6.111437 1.350918 -2.157038 0.0 0.0 0.0 -0.244
O -9.961176 1.957337 -1.331515 0.1 0.1 -0.2 -0.592
H 3.689107 0.112545 0.567808 -0.1 1.0 0.6 0.927
C -3.871468 1.201029 -3.020076 0.2 0.2 -0.1 -0.193
```
Positions in Å, forces in eV/Å.

Results
* LUMO energy: -0.9 eV
* structure (SMILES): CC(=O)OC[C@]1([PH2]=O)OC(=O)O[C@@]1(CB(O)O)OC(=O)c1ccccc1.O=[N+]([O-])c1ccccc1.O=[N+]([O-])c1ccccc1.O=[N+]([O-])c1ccccc1.O=[N+]([O-])c1ccccc1

***

Number 1: HOMO -9.2 eV, DFT total energy -3773.17415 Eh, frontier orbital gap 0.3585 Ha. Number 2: HOMO -8.4 eV, DFT total energy -297.71122 Eh, frontier orbital gap 0.3416 Ha. Number 3: HOMO -10.2 eV, DFT total energy -323.63614 Eh, frontier orbital gap 0.3982 Ha. Number 4: HOMO -9.7 eV, DFT total energy -3408.84242 Eh, frontier orbital gap 0.3227 Ha.